[1]
241
Properties=species:S:1:pos:R:3:mulliken_charge:R:1 method="wB97M-V/def2-TZVPD" fmax_ev_per_a=3.54 total_charge=+2 gap_ev=8.413 e_tot_ha=-4513.08945 homo_energy_ev=-11.524 e_lumo_ha=-0.1143
C 5.284 0.069 -3.339 -1.478
C 4.257 0.460 -4.408 -0.177
N 3.537 -0.674 -5.076 1.423
C 4.528 -1.604 -5.668 -1.260
C 2.711 -1.376 -4.061 0.392
C 1.937 -2.614 -4.531 0.146
C 2.639 -0.151 -6.150 0.454
C 3.354 0.759 -7.146 -0.585
O 2.444 1.223 -8.093 -0.346
C 3.113 1.830 -9.203 -0.755
H 6.201 -0.258 -3.815 0.339
H 4.959 -0.703 -2.631 0.278
H 5.376 0.919 -2.676 0.481
H 4.879 0.915 -5.194 0.416
H 3.458 1.150 -4.109 0.250
H 4.914 -2.233 -4.857 0.245
H 5.342 -1.054 -6.120 0.460
H 4.077 -2.185 -6.477 0.429
H 2.082 -0.603 -3.610 -0.609
H 3.439 -1.721 -3.335 0.219
H 1.722 -3.250 -3.660 -0.727
H 2.524 -3.279 -5.176 0.200
H 0.943 -2.338 -4.891 0.317
H 1.863 0.457 -5.668 -1.037
H 2.241 -1.039 -6.611 0.531
H 4.169 0.161 -7.604 0.432
H 3.807 1.597 -6.638 0.442
H 3.778 1.092 -9.662 0.331
H 3.584 2.771 -8.895 0.304
H 2.314 2.072 -9.915 0.265
C -2.834 -7.103 -0.314 -1.809
C -2.756 -5.656 0.122 1.137
N -3.219 -5.312 1.486 1.412
C -2.344 -6.111 2.433 -0.939
C -3.003 -3.826 1.758 1.018
C -3.260 -3.259 3.097 -1.190
C -4.576 -5.675 1.756 -1.031
C -5.638 -5.331 0.857 -0.978
O -5.732 -3.969 0.668 -0.105
C -6.543 -3.645 -0.410 -0.218
H -2.575 -7.073 -1.379 0.530
H -3.811 -7.574 -0.225 0.317
H -2.024 -7.726 0.118 0.336
H -3.265 -5.007 -0.600 0.100
H -1.713 -5.288 0.090 -0.977
H -1.360 -5.670 2.341 0.245
H -2.410 -7.130 2.116 0.560
H -2.549 -5.984 3.517 0.304
H -3.638 -3.343 1.027 0.267
H -1.964 -3.678 1.455 -0.666
H -2.429 -3.541 3.744 0.110
H -4.263 -3.417 3.520 0.450
H -3.222 -2.171 2.964 -0.046
H -4.785 -5.329 2.766 0.667
H -4.590 -6.758 1.772 0.545
H -6.552 -5.680 1.339 0.521
H -5.481 -5.838 -0.086 0.447
H -6.550 -2.577 -0.521 -0.314
H -7.578 -3.870 -0.231 0.317
H -6.090 -4.090 -1.314 0.361
C -4.086 3.437 -4.221 -2.098
C -3.924 2.229 -3.316 1.457
N -4.857 1.171 -3.585 0.661
C -6.204 1.555 -3.154 -1.180
C -4.867 0.756 -5.036 -0.710
C -3.541 0.272 -5.560 -0.953
C -4.429 -0.079 -2.830 -1.130
C -4.673 -0.170 -1.340 1.821
O -5.978 -0.352 -1.033 -0.685
C -6.339 -0.025 0.287 -0.343
H -3.710 3.253 -5.226 0.459
H -3.340 4.136 -3.918 0.463
H -5.064 3.847 -4.117 0.298
H -4.208 2.590 -2.313 -0.270
H -2.877 1.835 -3.309 -0.515
H -6.581 2.280 -3.831 0.461
H -6.037 2.090 -2.218 0.484
H -6.801 0.647 -3.064 0.410
H -5.240 1.570 -5.624 0.587
H -5.713 0.072 -5.060 0.639
H -2.677 0.874 -5.272 0.173
H -3.559 0.274 -6.644 0.509
H -3.280 -0.667 -5.103 0.148
H -3.343 -0.111 -3.013 -0.038
H -4.916 -0.932 -3.235 0.755
H -4.334 0.789 -0.869 -0.538
H -3.966 -0.944 -1.056 -0.697
H -7.415 -0.045 0.404 0.368
H -5.925 0.985 0.543 -0.018
H -5.889 -0.723 0.993 0.103
C 3.576 -5.983 -3.329 -1.618
C 3.007 -5.328 -2.072 0.711
C 2.616 -6.333 -0.983 -0.975
N 2.103 -5.689 0.256 1.082
C 3.081 -4.667 0.868 0.655
C 4.281 -5.458 1.384 -1.103
C 3.896 -6.487 2.433 -0.757
C 2.834 -7.465 1.942 -1.164
C 1.759 -6.688 1.258 -0.233
C 0.875 -4.944 0.037 -0.037
H 2.853 -6.640 -3.789 0.394
H 4.513 -6.497 -3.157 0.449
H 3.882 -5.209 -4.052 0.255
H 2.105 -4.801 -2.397 -0.506
H 3.750 -4.573 -1.721 0.163
H 3.518 -6.899 -0.685 0.636
H 1.883 -7.071 -1.308 0.408
H 3.341 -3.918 0.114 0.158
H 2.551 -4.208 1.684 -0.378
H 4.884 -5.860 0.531 0.320
H 4.946 -4.778 1.920 0.455
H 4.794 -6.951 2.798 0.546
H 3.535 -5.920 3.301 0.199
H 3.084 -8.369 1.382 0.407
H 2.365 -7.836 2.844 0.534
H 0.941 -7.275 0.855 0.409
H 1.300 -6.084 2.064 -0.127
H 0.160 -5.512 -0.535 0.980
H 1.044 -3.992 -0.475 -0.224
H 0.430 -4.730 1.030 -0.672
C -3.748 7.042 4.814 -1.409
C -3.681 7.378 3.324 0.063
C -2.209 7.449 2.978 -0.383
N -2.003 7.840 1.569 0.397
C -2.631 6.874 0.617 -1.868
C -1.976 5.482 0.780 1.476
C -0.458 5.536 0.500 0.310
C 0.172 6.540 1.440 -0.248
C -0.524 7.884 1.256 -1.078
C -2.526 9.166 1.207 -1.002
H -4.754 7.037 5.225 0.409
H -3.429 7.964 5.341 0.361
H -3.150 6.199 5.161 0.307
H -4.190 8.339 3.161 0.211
H -4.082 6.566 2.718 0.095
H -1.731 6.461 3.104 -0.004
H -1.613 8.171 3.550 0.547
H -3.711 6.790 0.738 0.707
H -2.452 7.246 -0.402 0.333
H -2.202 5.010 1.734 0.023
H -2.389 4.875 -0.020 -0.650
H -0.082 4.516 0.639 -0.773
H -0.312 5.837 -0.557 0.484
H 0.067 6.224 2.474 -0.009
H 1.235 6.664 1.213 0.658
H -0.078 8.558 1.961 0.499
H -0.534 8.127 0.210 0.373
H -3.601 9.111 1.383 0.423
H -2.171 9.364 0.198 0.416
H -2.118 9.873 1.933 0.338
C 2.033 1.728 6.843 -1.763
C 3.125 1.597 5.799 1.414
C 4.113 2.771 5.952 -1.181
N 5.127 2.993 4.879 0.508
C 5.673 4.350 5.062 -0.596
C 6.832 4.482 4.141 -0.719
C 7.988 3.432 4.472 -0.727
C 7.424 2.041 4.272 -0.521
C 6.133 1.861 5.100 -0.758
C 4.466 2.863 3.510 -0.347
H 2.370 1.562 7.861 0.481
H 1.276 0.979 6.675 0.413
H 1.516 2.684 6.921 0.276
H 2.642 1.688 4.843 -0.928
H 3.595 0.596 5.854 0.416
H 4.739 2.620 6.840 0.496
H 3.513 3.655 5.928 0.596
H 5.963 4.444 6.092 0.493
H 4.889 5.101 4.910 0.428
H 7.234 5.493 4.312 0.422
H 6.415 4.418 3.143 0.288
H 8.320 3.647 5.487 0.315
H 8.815 3.607 3.784 0.376
H 8.135 1.347 4.713 0.397
H 7.254 1.823 3.207 0.298
H 6.463 1.900 6.164 0.389
H 5.542 0.978 4.941 0.406
H 3.749 3.672 3.375 0.312
H 3.919 1.920 3.543 -0.892
H 5.242 2.842 2.756 0.649
C 3.631 -1.006 1.859 -1.354
C 2.225 -1.232 1.313 1.801
C 1.682 0.178 0.835 -1.199
N 0.276 0.169 0.305 1.354
C -0.620 -0.422 1.387 0.277
C -2.033 -0.180 1.120 0.534
C -2.323 1.309 1.031 -1.327
C -1.571 1.740 -0.265 0.780
C -0.102 1.582 0.003 -1.113
C 0.252 -0.638 -0.919 0.514
H 3.635 -0.329 2.709 -0.122
H 4.150 -0.474 1.027 0.435
H 4.071 -1.960 2.165 0.375
H 1.625 -1.702 2.063 -0.329
H 2.327 -1.837 0.403 -0.453
H 2.233 0.499 -0.026 0.842
H 1.680 0.863 1.666 0.224
H -0.295 0.050 2.354 0.159
H -0.356 -1.465 1.377 -0.582
H -2.507 -0.591 1.996 -0.152
H -2.303 -0.723 0.237 -0.589
H -1.871 1.877 1.864 0.383
H -3.384 1.523 0.979 0.664
H -1.747 2.782 -0.474 0.348
H -1.880 1.136 -1.099 -0.387
H 0.238 2.207 0.856 -0.230
H 0.577 1.783 -0.835 0.471
H 0.979 -0.276 -1.638 -0.067
H -0.736 -0.672 -1.360 -0.706
H 0.570 -1.631 -0.555 0.089
C -0.079 2.533 -4.973 -1.278
C 0.148 1.542 -3.754 -0.129
O 1.371 1.290 -3.522 -0.605
O -0.884 1.132 -3.179 0.092
H 0.343 2.084 -5.863 0.330
H 0.476 3.465 -4.817 0.373
H -1.118 2.819 -5.053 0.086
C 0.282 -2.818 4.641 -1.550
C 0.628 -3.784 3.499 0.015
O 1.812 -4.209 3.467 -0.637
O -0.349 -4.139 2.794 0.191
H 0.051 -3.486 5.501 0.476
H -0.664 -2.301 4.388 0.190
H 1.116 -2.111 4.834 0.193
C -2.463 -3.239 -3.044 -1.338
C -1.387 -3.351 -1.845 0.550
O -1.706 -2.812 -0.703 0.092
O -0.307 -3.940 -2.255 -0.776
H -3.378 -2.860 -2.595 -0.114
H -2.612 -4.204 -3.545 0.534
H -2.105 -2.502 -3.768 0.194
B 1.073 3.405 3.287 0.050
F -0.247 3.653 3.177 0.077
F 1.355 2.039 3.124 -0.642
F 1.773 4.131 2.280 -0.386
F 1.597 3.863 4.578 -0.243
B -5.129 4.158 -0.364 0.200
F -4.657 4.797 -1.523 -0.380
F -5.099 5.091 0.735 -0.297
F -6.429 3.699 -0.582 -0.353
F -4.314 3.070 -0.056 0.155

=====

[2]
52
Properties=species:S:1:pos:R:3:lowdin_spin:R:1 method="wB97M-V/def2-TZVPD" fmax_ev_per_a=0.38 total_charge=-1 multiplicity=3 gap_ev="7.656 / 7.798" e_tot_ha=-4066.25116 homo_energy_ev="-5.234 / -5.240" e_lumo_ha="0.0890 / 0.0940"
V 0.783 -0.810 1.219 1.920
Cl -1.031 0.453 -0.165 0.008
C -1.963 1.069 1.174 0.000
C -2.660 2.242 0.955 0.001
C -3.439 2.759 1.974 -0.002
C -3.506 2.094 3.186 0.000
C -2.792 0.923 3.378 -0.002
Cl -2.922 0.144 4.923 -0.001
C -1.979 0.360 2.380 0.002
S -1.093 -1.123 2.646 -0.018
H -2.581 2.736 -0.004 0.000
H -3.989 3.678 1.824 0.000
H -4.106 2.479 4.000 0.000
O 2.448 2.819 1.100 0.008
C 2.088 1.672 0.987 0.005
O 1.357 0.978 1.801 0.016
C 2.467 0.841 -0.289 0.004
O 3.043 1.349 -1.243 0.004
O 2.063 -0.387 -0.246 0.013
C 1.003 -5.098 0.573 0.003
C 1.126 -3.667 0.986 0.020
N 0.541 -2.709 0.345 0.001
O -0.225 -3.118 -0.738 0.001
C 1.934 -3.301 2.121 0.013
C 2.663 -4.292 2.970 0.002
N 2.020 -2.001 2.354 -0.008
O 2.755 -1.540 3.260 0.006
H 0.735 -5.171 -0.476 0.000
H 0.217 -5.582 1.159 0.001
H 1.935 -5.627 0.765 0.001
H -0.276 -2.357 -1.347 0.000
H 2.026 -5.140 3.230 0.000
H 2.976 -3.787 3.882 0.000
H 3.561 -4.679 2.478 0.001
N 2.053 -0.742 -3.235 0.000
C 0.804 -0.226 -3.233 0.000
S -0.522 -1.212 -3.554 0.000
N 0.780 1.088 -2.919 0.000
C -0.246 2.046 -2.873 0.000
C 0.042 3.188 -2.120 0.000
C -0.899 4.191 -1.981 0.000
C -2.141 4.078 -2.595 0.000
C -2.419 2.948 -3.349 0.000
C -1.485 1.930 -3.495 0.000
H 2.090 -1.747 -3.216 0.000
H 2.753 -0.251 -2.685 0.000
H 1.660 1.424 -2.534 0.000
H 0.998 3.263 -1.611 0.000
H -0.662 5.059 -1.379 0.000
H -2.882 4.860 -2.483 0.000
H -3.382 2.845 -3.833 0.000
H -1.718 1.049 -4.070 0.000

=====

[3]
15
Properties=species:S:1:pos:R:3:mulliken_charge:R:1 method="wB97M-V/def2-TZVPD" fmax_ev_per_a=2.82 gap_ev=9.748 e_tot_ha=-283.91101 homo_energy_ev=-8.641 e_lumo_ha=0.0407
H -0.863 -0.058 -1.784 0.235
N -1.180 0.672 -1.154 -0.707
C -0.784 0.553 0.057 0.594
C -1.140 -0.553 1.021 -0.994
N -0.330 1.718 0.704 -0.527
H -0.772 -1.495 0.618 0.240
H -0.633 -0.432 1.977 0.381
H -2.213 -0.573 1.211 0.291
H -0.365 2.557 0.142 0.294
H -0.647 1.885 1.647 0.214
C 1.579 -1.113 -1.134 -0.383
N 1.900 -0.620 0.006 -0.479
H 1.280 -2.156 -1.158 0.318
H 1.828 -0.681 -2.107 0.293
H 2.341 0.298 -0.045 0.231

=====

[4]
23
Properties=species:S:1:pos:R:3:mulliken_charge:R:1 method="wB97M-V/def2-TZVPD" fmax_ev_per_a=2.57 total_charge=+1 gap_ev=11.341 e_tot_ha=-329.81875 homo_energy_ev=-14.757 e_lumo_ha=-0.1255
C 0.531 -1.248 1.535 -1.500
C -0.002 -0.016 0.905 0.348
C 0.976 0.631 -0.046 -0.875
C 0.319 1.458 -1.242 -0.500
C -0.980 1.012 -1.867 -1.063
N -0.486 1.098 1.958 -0.240
H -0.159 -2.001 1.910 0.385
H 1.066 -1.898 0.810 0.356
H 1.367 -0.987 2.206 0.382
H -0.982 -0.149 0.418 0.253
H 1.746 -0.047 -0.433 0.459
H 1.538 1.407 0.481 0.290
H 1.139 1.350 -1.987 0.297
H 0.420 2.539 -1.031 0.404
H -1.415 1.645 -2.634 0.371
H -1.762 0.619 -1.197 0.252
H -0.727 0.108 -2.430 0.308
H -1.422 0.719 2.070 0.394
H 0.111 1.151 2.778 0.346
H -0.564 1.955 1.408 0.329
H -0.965 -3.071 -0.829 0.309
H 0.260 -3.093 -1.842 0.307
O -0.009 -3.181 -0.937 -0.611